No. 1
{
  "formula": "CNa10O3",
  "method": "ωB97M-V/def2-TZVPD",
  "e_lumo_ha": -1.058,
  "de_lowest_ev": 26.941,
  "largest_force_ev_per_a": 6.44,
  "charge": 8,
  "elements": ["Na", "Na", "Na", "Na", "Na", "Na", "Na", "Na", "Na", "Na", "C", "O", "O", "O"],
  "xyz": [[1.872367, 1.272270, -1.666904], [1.093937, -1.579580, 2.581406], [-2.116223, 1.646990, -1.188594], [-2.750023, -1.410990, -1.003364], [1.854087, 1.528460, 1.783506], [3.405477, -1.057630, 0.109006], [0.497057, -2.492430, -1.175084], [-1.959203, -0.222930, 2.619426], [-0.712963, -0.765440, -3.471144], [-1.175383, 2.993290, 1.685326], [-0.018073, 0.013280, -0.064084], [-0.503123, 0.903460, 0.621066], [1.052087, -0.475410, 0.269296], [-0.540023, -0.353340, -1.099854]],
  "forces_ev_per_angstrom": [[1.1, 1.3, -1.5], [0.7, -1.5, 1.7], [-1.1, 1.5, -0.8], [-2.1, -1.3, -0.3], [1.1, 1.3, 1.1], [2.4, -1.0, -0.1], [0.6, -2.0, -0.4], [-1.6, -0.2, 1.7], [-0.2, -0.1, -2.6], [-0.7, 2.2, 0.9], [0.0, 1.0, 0.9], [-2.5, 3.5, 2.9], [5.6, -2.5, 1.8], [-3.2, -1.9, -5.2]],
  "mulliken_charge": [0.976, 0.998, 0.943, 1.041, 0.965, 1.030, 0.965, 0.939, 1.036, 1.028, 0.801, -0.767, -0.909, -1.047]
}

=====

No. 2
{
  "formula": "CO2S",
  "method": "ωB97M-V/def2-TZVPD",
  "e_lumo_ha": [-0.079, -0.080],
  "de_lowest_ev": 0.474,
  "largest_force_ev_per_a": 1.97,
  "elements": ["C", "O", "O", "S"],
  "xyz": [[-0.267899, 0.388393, -0.651708], [-0.043242, 0.631779, -1.757301], [-0.526355, 0.019499, 0.403878], [0.837496, -1.039671, 2.005132]],
  "forces_ev_per_angstrom": [[0.2, -0.4, -1.9], [0.1, 0.5, 0.1], [-0.8, 0.2, 1.4], [0.4, -0.3, 0.4]],
  "mulliken_charge": [0.758, -0.326, -0.405, -0.027]
}

=====

No. 3
{
  "formula": "CO3Sc",
  "method": "ωB97M-V/def2-TZVPD",
  "e_lumo_ha": -0.274,
  "largest_force_ev_per_a": 5.94,
  "charge": 1,
  "elements": ["O", "C", "O", "O", "Sc"],
  "xyz": [[-0.329537, 1.029526, -0.049425], [-0.618752, -0.214266, 0.005197], [-1.676138, -0.792261, 0.046568], [0.895659, -0.900146, 0.033844], [1.728767, 0.877146, -0.036184]],
  "forces_ev_per_angstrom": [[2.2, 1.5, -0.1], [-1.9, -2.5, 0.3], [4.0, 1.1, -0.1], [0.0, 4.0, -0.2], [-4.3, -4.1, 0.1]],
  "mulliken_charge": [-0.593, 0.961, -0.366, -0.604, 1.601]
}

=====

No. 4
{
  "formula": "CO5S2",
  "method": "ωB97M-V/def2-TZVPD",
  "e_lumo_ha": -0.039,
  "de_lowest_ev": 0.285,
  "largest_force_ev_per_a": 3.53,
  "elements": ["C", "O", "O", "O", "O", "O", "S", "S"],
  "xyz": [[2.069861, -1.568557, 0.103980], [2.469648, -0.624954, -0.438808], [0.591766, 1.959869, 0.849976], [-0.066003, -0.517049, 0.354506], [-2.163862, -1.290015, -0.674035], [-1.376344, 1.236715, -0.275234], [0.191610, 1.174321, -0.260963], [-1.716673, -0.370331, 0.340577]],
  "forces_ev_per_angstrom": [[1.8, 2.5, -1.7], [-1.0, -2.9, 1.6], [0.7, 0.4, 0.4], [-1.4, 1.6, -0.2], [0.0, 1.0, 0.4], [-1.8, -0.7, -0.4], [1.2, -0.9, 0.2], [0.6, -1.0, -0.3]],
  "mulliken_charge": [0.222, -0.219, -0.407, -0.310, -0.403, -0.290, 0.751, 0.655]
}

=====

No. 5
{
  "formula": "Ca2H2O2",
  "method": "ωB97M-V/def2-TZVPD",
  "e_lumo_ha": -0.355,
  "largest_force_ev_per_a": 2.09,
  "charge": 2,
  "elements": ["Ca", "Ca", "O", "H", "O", "H"],
  "xyz": [[13.797639, -17.530899, -0.897580], [12.752951, -13.148167, -2.536695], [10.896918, -15.752526, -1.113127], [10.038072, -16.036219, -0.743766], [14.824126, -15.765188, -3.515982], [15.368079, -15.929315, -4.310790]],
  "forces_ev_per_angstrom": [[-0.9, 1.0, -1.5], [-0.2, -1.8, -0.3], [2.0, 0.0, -0.4], [0.7, 0.3, -0.1], [-1.2, 0.3, 1.7], [-0.4, 0.1, 0.6]],
  "mulliken_charge": [1.644, 1.705, -0.884, 0.209, -0.876, 0.202]
}

=====

No. 6
{
  "formula": "CaH16O8",
  "method": "ωB97M-V/def2-TZVPD",
  "e_lumo_ha": -0.239,
  "de_lowest_ev": 0.452,
  "largest_force_ev_per_a": 2.45,
  "charge": 2,
  "elements": ["Ca", "O", "H", "H", "O", "H", "H", "O", "H", "H", "O", "H", "H", "O", "H", "H", "O", "H", "H", "O", "H", "H", "O", "H", "H"],
  "xyz": [[-0.071488, -0.010134, -0.074468], [-0.378147, -0.925871, -2.421867], [-0.697914, -0.288335, -3.098118], [0.388454, -1.392913, -2.760583], [-1.736263, -1.645371, -0.036162], [-2.336639, -2.013218, -0.717870], [-1.991486, -2.019804, 0.780433], [-1.240815, 1.731423, -1.187822], [-0.739305, 2.497717, -1.393799], [-2.030852, 2.057112, -0.668602], [0.219473, -1.001923, 2.295879], [0.694439, -1.733523, 2.748152], [-0.686087, -1.007712, 2.680537], [1.704245, 0.780947, -1.688980], [2.559202, 0.708738, -2.032338], [1.348558, 1.535408, -2.137281], [1.152103, 1.472812, 1.250591], [1.371719, 2.378171, 1.049338], [1.819030, 1.068688, 1.833402], [-1.701933, 0.942683, 1.593249], [-2.597498, 0.709627, 1.830726], [-1.336518, 1.510472, 2.328573], [1.749997, -1.674198, -0.161282], [2.007884, -2.132105, 0.665585], [2.529842, -1.548690, -0.677292]],
  "forces_ev_per_angstrom": [[0.3, -0.8, -0.3], [-0.7, 0.8, 0.1], [0.5, -0.8, 0.4], [0.0, 0.0, -0.4], [-0.2, 0.4, -1.6], [0.6, 0.2, 0.4], [-0.6, -0.9, 1.3], [-1.7, -0.6, 1.1], [0.4, 1.4, -0.5], [1.1, -0.4, -0.9], [-0.5, -0.8, 0.5], [-0.5, 0.6, -0.3], [1.0, 0.1, -0.1], [-1.8, 0.0, 1.2], [2.3, -0.3, -0.7], [-0.3, 0.7, -0.6], [-0.1, -0.6, 0.3], [0.6, 0.5, 0.2], [-0.2, 0.6, -0.2], [1.0, 0.8, 0.9], [-0.5, 0.1, 0.2], [-0.7, -0.8, -1.1], [-1.0, -0.2, 1.4], [0.0, 0.2, -0.9], [1.0, -0.1, -0.5]],
  "mulliken_charge": [1.918, -0.593, 0.331, 0.325, -0.594, 0.261, 0.253, -0.661, 0.298, 0.328, -0.513, 0.289, 0.305, -0.458, 0.249, 0.245, -0.582, 0.259, 0.288, -0.515, 0.287, 0.318, -0.590, 0.271, 0.279]
}

=====

No. 7
{
  "formula": "CaH2O",
  "method": "ωB97M-V/def2-TZVPD",
  "e_lumo_ha": -0.410,
  "de_lowest_ev": 0.024,
  "largest_force_ev_per_a": 0.82,
  "charge": 2,
  "elements": ["O", "H", "H", "Ca"],
  "xyz": [[0.181220, -0.088770, 0.232162], [0.836969, -0.804550, 0.071182], [0.041760, -0.094611, 1.206212], [-1.059950, 0.987929, -1.509557]],
  "forces_ev_per_angstrom": [[-0.2, -0.2, -0.3], [-0.3, 0.4, 0.2], [0.1, 0.1, -0.5], [0.4, -0.3, 0.6]],
  "mulliken_charge": [-0.646, 0.379, 0.371, 1.896]
}

=====

No. 8
{
  "formula": "CaH2O",
  "method": "ωB97M-V/def2-TZVPD",
  "e_lumo_ha": -0.457,
  "de_lowest_ev": 2.384,
  "largest_force_ev_per_a": 1.28,
  "charge": 2,
  "elements": ["O", "H", "H", "Ca"],
  "xyz": [[0.670377, 0.737304, -0.734272], [1.504227, 0.614134, -1.241972], [0.353197, -0.176325, -0.552822], [-2.527802, -1.175114, 2.529067]],
  "forces_ev_per_angstrom": [[0.1, -1.2, 0.1], [-0.8, 0.1, 0.5], [0.7, 0.9, -0.6], [0.0, 0.1, 0.0]],
  "mulliken_charge": [-0.614, 0.355, 0.262, 1.997]
}

=====

No. 9
{
  "formula": "CaIO4P",
  "method": "ωB97M-V/def2-TZVPD",
  "e_lumo_ha": 0.161,
  "de_lowest_ev": 0.616,
  "largest_force_ev_per_a": 3.31,
  "charge": -2,
  "elements": ["Ca", "I", "P", "O", "O", "O", "O"],
  "xyz": [[-15.306729, 21.745856, -1.274298], [-13.667450, 21.925815, 1.067584], [-13.278520, 21.092338, -3.212452], [-12.091913, 20.208153, -2.846839], [-13.253429, 21.618366, -4.623225], [-13.391579, 22.334861, -2.188004], [-14.703281, 20.360952, -2.964207]],
  "forces_ev_per_angstrom": [[2.3, -0.7, -2.3], [-0.2, 0.1, 1.3], [0.5, 0.1, -0.1], [-0.6, 0.0, 0.2], [-0.1, 0.3, -0.9], [-1.3, -0.2, 0.4], [-0.7, 0.4, 1.4]],
  "mulliken_charge": [1.048, -0.654, 1.052, -0.796, -0.816, -0.855, -0.978]
}

=====

No. 10
{
  "formula": "CdFeN4O12",
  "method": "ωB97M-V/def2-TZVPD",
  "e_lumo_ha": [-0.008, -0.008],
  "spin_multiplicity": 6,
  "largest_force_ev_per_a": 8.25,
  "charge": -1,
  "elements": ["Cd", "Fe", "N", "O", "O", "O", "N", "O", "O", "O", "N", "O", "O", "O", "N", "O", "O", "O"],
  "xyz": [[2.421399, -17.726503, -9.116332], [5.641845, -12.833845, -10.595091], [8.428739, -14.415645, -10.151257], [9.310520, -14.652128, -10.949071], [8.469417, -15.004434, -9.069555], [7.353424, -13.798407, -10.372932], [3.591359, -15.340065, -10.989702], [2.988520, -14.991997, -12.016642], [4.613557, -14.824729, -10.705666], [3.242446, -16.394869, -10.486699], [1.452548, -19.602105, -11.487872], [1.136337, -20.653325, -11.107566], [1.498784, -19.083654, -12.653886], [1.592289, -18.807827, -10.514207], [0.666600, -15.022242, -7.996407], [0.351152, -13.991730, -8.558693], [1.281922, -15.965044, -8.479501], [0.429015, -14.784450, -6.779498]],
  "forces_ev_per_angstrom": [[-0.2, 1.6, 0.9], [0.3, -0.7, 0.0], [0.8, -4.0, 2.3], [-0.1, 1.7, -1.7], [-0.1, 0.6, 1.0], [-1.2, 2.0, -1.7], [-3.0, -0.2, -5.9], [-0.3, 0.5, 0.9], [4.5, 2.5, 2.8], [-0.2, -2.2, 1.8], [-0.3, 3.8, -2.8], [-0.9, -5.4, -1.2], [0.2, -2.2, 2.5], [0.3, 2.5, 0.9], [-1.7, 6.4, 4.9], [0.2, -0.1, -5.7], [0.8, -2.3, -1.0], [1.0, -4.7, 2.0]],
  "mulliken_spin": [0.002, 5.120, 0.001, 0.010, 0.014, -0.088, 0.006, 0.001, -0.065, -0.001, 0.000, 0.000, 0.000, 0.000, 0.000, 0.000, -0.001, 0.000]
}

=====

No. 11
{
  "formula": "CdH13O7",
  "method": "ωB97M-V/def2-TZVPD",
  "e_lumo_ha": -0.269,
  "de_lowest_ev": 0.000,
  "largest_force_ev_per_a": 1.24,
  "charge": 1,
  "elements": ["Cd", "O", "H", "O", "H", "H", "O", "H", "H", "O", "H", "H", "O", "H", "H", "O", "H", "H", "O", "H", "H"],
  "xyz": [[0.116355, -1.620574, -0.979123], [0.306735, 0.163540, -0.066415], [0.230815, 0.853576, 0.590964], [-0.083234, -2.480247, 1.087543], [0.165260, -3.362157, 1.403081], [-0.455750, -2.011228, 1.851513], [-1.966176, 1.799206, 1.050901], [-1.395315, 1.216439, 0.533809], [-2.865575, 1.620482, 0.758518], [-2.127599, -1.407491, -0.864925], [-2.832549, -1.759698, -0.303927], [-2.567223, -0.901718, -1.568963], [2.744525, 1.673090, -0.932524], [2.081551, 1.040153, -0.620948], [3.443076, 1.162118, -1.352632], [-0.504110, 1.528185, -2.385549], [-0.824789, 2.434268, -2.317168], [-0.183744, 1.303902, -1.498140], [2.276785, -0.103873, 2.086824], [1.601392, -0.263896, 1.409649], [2.839565, -0.884082, 2.117511]],
  "forces_ev_per_angstrom": [[-0.6, 0.8, 0.7], [0.4, 0.2, -0.5], [0.4, -0.1, 0.3], [0.1, -0.9, 0.3], [-0.1, 0.1, 0.0], [0.2, 0.2, -0.2], [0.1, -0.1, 0.0], [-0.5, 0.0, -0.1], [0.0, 0.1, 0.0], [-0.4, 0.1, -0.6], [0.2, -0.1, 0.0], [0.1, 0.0, 0.2], [-0.1, -0.1, -0.1], [0.2, 0.1, 0.0], [0.0, 0.1, 0.1], [-0.3, -0.3, 0.1], [0.1, 0.0, -0.1], [0.1, 0.2, -0.1], [-0.3, -0.2, 0.0], [0.4, 0.0, 0.1], [0.0, 0.1, 0.0]],
  "mulliken_charge": [1.128, -0.733, 0.173, -0.459, 0.295, 0.335, -0.582, 0.300, 0.309, -0.468, 0.315, 0.330, -0.591, 0.293, 0.304, -0.643, 0.328, 0.350, -0.576, 0.273, 0.318]
}

=====

No. 12
{
  "formula": "CdIN3O9",
  "method": "ωB97M-V/def2-TZVPD",
  "e_lumo_ha": 0.177,
  "de_lowest_ev": 1.543,
  "largest_force_ev_per_a": 13.82,
  "charge": -2,
  "elements": ["Cd", "N", "O", "O", "O", "N", "O", "O", "O", "N", "O", "O", "O", "I"],
  "xyz": [[0.650144, 0.092437, -0.112952], [0.124349, -3.002363, 0.825012], [0.248268, -1.831509, 0.590884], [-0.483067, -3.345546, 1.804928], [0.141887, -3.972155, -0.017729], [1.269994, 2.757073, 1.381710], [2.248612, 2.523559, 2.211612], [0.721180, 1.872303, 0.981779], [1.070240, 3.782331, 0.764165], [-2.126573, 0.253947, -1.616931], [-3.037021, 1.001144, -1.101109], [-0.936570, 0.457792, -1.290942], [-2.497951, -0.443045, -2.663811], [2.606507, -0.145968, -1.756615]],
  "forces_ev_per_angstrom": [[1.2, -0.3, 0.7], [-4.5, -6.1, -1.8], [1.7, 2.5, -0.8], [-0.2, 0.5, 4.6], [2.6, 2.0, -1.3], [8.7, 6.4, 2.8], [-1.5, 1.7, -0.2], [-7.7, -11.1, -2.7], [0.5, 3.9, 0.9], [-4.7, 1.9, -2.9], [2.0, -1.9, -0.1], [-1.6, -0.5, -1.4], [2.2, 1.0, 3.2], [1.4, -0.1, -0.9]],
  "mulliken_charge": [1.111, 0.812, -0.481, -0.569, -0.614, 0.985, -0.671, -0.571, -0.624, 0.801, -0.569, -0.520, -0.564, -0.524]
}